1.
# C30H31BFN9O3Zr

A molecular structure, C30H31BFN9O3Zr (ωB97M-V with the def2-TZVPD basis set, the Open Molecules 2025 dataset).

Summary:
⟨S²⟩ = 0.757
total energy = -55823.07767 eV
charge = +3
orbital gap (alpha / beta) = 7.182 / 4.635 eV
multiplicity = 2

Each line ends with the Löwdin charge.
Element x y z (Å)
Zr  0.346  0.070  0.916  2.0395
C  -0.523  3.286  -0.604  0.0084
C  -1.482  2.740  0.397  -0.2795
C  -2.757  3.183  0.738  0.0462
C  -3.209  2.297  1.691  -0.0100
N  -2.258  1.379  1.938  0.0198
N  -1.188  1.644  1.123  -0.0568
B  -2.286  0.127  2.859  -0.6084
N  -1.008  0.067  3.725  0.0152
C  -0.853  -0.124  5.047  -0.0095
C  0.489  -0.206  5.341  0.0447
C  1.146  -0.075  4.121  -0.2777
C  2.609  -0.098  3.841  0.0034
N  0.231  0.082  3.142  -0.0567
N  -2.370  -1.149  1.996  0.0347
C  -3.249  -2.154  1.860  -0.0018
C  -2.784  -3.044  0.913  0.0418
C  -1.573  -2.526  0.475  -0.2843
C  -0.636  -3.058  -0.554  0.0060
N  -1.320  -1.375  1.133  -0.0583
N  -3.479  0.334  3.845  0.0380
C  -3.593  1.443  4.725  0.0254
C  -4.728  1.290  5.446  0.0615
C  -5.292  0.078  4.987  -0.1746
C  -6.507  -0.626  5.375  0.0322
N  -4.466  -0.471  3.989  0.2151
H  -0.722  4.340  -0.781  0.1042
H  0.509  3.185  -0.264  0.0842
H  -0.632  2.758  -1.553  0.0919
H  -3.278  4.037  0.342  0.1345
H  -4.161  2.273  2.198  0.1405
H  -1.699  -0.200  5.711  0.1389
H  0.937  -0.345  6.310  0.1344
H  3.164  -0.116  4.775  0.1017
H  2.882  -0.987  3.270  0.0909
H  2.915  0.784  3.278  0.0889
H  -4.150  -2.182  2.444  0.1199
H  -3.260  -3.953  0.589  0.1333
H  -0.839  -4.110  -0.736  0.1040
H  -0.763  -2.521  -1.496  0.0909
H  0.405  -2.966  -0.238  0.0805
H  -2.837  2.214  4.730  0.1553
H  -5.121  1.945  6.205  0.1460
H  -7.061  -0.099  6.146  0.1096
H  -7.142  -0.777  4.493  0.1265
H  -6.251  -1.635  5.720  0.1275
C  6.088  -0.459  -3.817  -0.0338
C  4.837  0.016  -4.533  -0.2671
C  4.568  -0.780  -5.798  -0.1284
C  3.391  -0.184  -6.547  -0.1063
C  2.193  -0.081  -5.648  -0.1050
C  0.924  -0.055  -6.172  0.1021
C  -0.203  0.015  -5.345  -0.2382
F  -1.400  0.039  -5.912  0.1285
C  -0.100  0.042  -3.986  0.0809
C  1.185  0.012  -3.421  -0.0452
C  1.349  0.024  -2.011  -0.2339
O  0.324  0.069  -1.176  -0.1994
C  2.647  -0.017  -1.499  -0.0172
C  3.742  -0.045  -2.336  0.0727
N  3.604  -0.049  -3.654  0.0715
C  2.342  -0.038  -4.239  -0.0312
C  2.535  -0.004  -0.017  -0.5402
O  2.244  1.095  0.558  -0.0457
O  2.169  -1.072  0.577  -0.0517
H  6.892  -0.489  -4.550  0.1056
H  5.967  -1.469  -3.422  0.1065
H  6.422  0.212  -3.027  0.0884
H  4.937  1.074  -4.791  0.1704
H  4.387  -1.827  -5.542  0.1441
H  5.463  -0.749  -6.416  0.1382
H  3.138  -0.777  -7.425  0.1374
H  3.653  0.814  -6.911  0.1442
H  0.773  -0.098  -7.244  0.1539
H  -0.978  0.079  -3.359  0.1366
H  4.747  -0.057  -1.946  0.1442

2.
# CH6N4O

CH6N4O in the gas phase at a distorted geometry (ωB97M-V with the def2-TZVPD basis set, the Open Molecules 2025 dataset).

Summary:
total energy = -9137.56186 eV
structure (SMILES) = NC1(N)NN1O
charge = 0
orbital gap (alpha / beta) = 9.543 / 9.543 eV

Each line ends with the Löwdin charge.
Element x y z (Å)
N  -1.320  0.384  -0.786  0.1063
C  -0.263  -0.009  0.074  -0.8044
N  -0.224  -1.423  0.293  0.1006
N  -0.084  0.758  1.244  0.1522
N  1.005  0.677  -0.148  -0.0035
O  1.952  -0.179  -0.698  -0.0279
H  -2.145  -0.197  -0.867  0.0781
H  -1.151  1.254  -1.271  0.0795
H  -1.093  -1.747  0.700  0.0796
H  0.537  -1.627  0.933  0.0782
H  0.022  1.763  1.131  0.0595
H  2.764  0.345  -0.605  0.1020

3.
# C4HNS

C4HNS in the gas phase (ωB97M-V with the def2-TZVPD basis set, the Open Molecules 2025 dataset).

Summary:
total energy = -16486.26882 eV
structure (SMILES) = N#CC#CC=S
charge = 0
orbital gap = 7.845 eV

Each line ends with the Löwdin charge.
Element x y z (Å)
N  -3.418  -0.632  0.003  0.1684
C  -2.287  -0.414  -0.001  -0.2173
C  -0.921  -0.133  -0.014  0.0104
C  0.264  0.108  -0.005  -0.0879
C  1.656  0.385  -0.004  -0.6794
S  2.803  -0.736  -0.001  0.7602
H  1.903  1.422  0.023  0.0455

4.
# C24H35LaN6

A molecular structure, C24H35LaN6 at a distorted geometry (ωB97M-V with the def2-TZVPD basis set, the Open Molecules 2025 dataset).

Summary:
total energy = -35239.42977 eV
charge = +2
orbital gap = 5.365 eV

Each line ends with the Löwdin charge.
Element x y z (Å)
La  0.191  -0.500  0.108  1.9579
C  -2.661  1.550  -1.322  -0.1801
C  -3.662  0.356  -1.124  -0.1596
C  -3.155  -0.920  -0.446  -0.2499
N  -2.166  -0.613  0.582  -0.2272
C  -2.565  -0.126  1.791  -0.2120
C  -3.971  -0.056  2.150  0.0087
C  -4.598  0.590  3.203  -0.0633
C  -4.159  0.963  4.458  -0.0583
C  -2.830  0.837  4.867  -0.0626
C  -1.704  0.584  4.144  -0.0043
C  -1.527  0.301  2.745  -0.2183
N  -0.337  0.090  2.201  -0.2282
C  0.837  0.113  3.129  -0.2315
C  2.188  -0.137  2.419  -0.2028
C  2.659  1.038  1.516  -0.2527
N  1.859  1.078  0.303  -0.2462
C  2.322  1.740  -0.878  -0.1945
C  3.653  2.207  -1.029  -0.0300
C  4.207  2.962  -2.072  -0.0778
C  3.549  3.789  -2.994  -0.0674
C  2.118  3.965  -3.099  -0.0382
C  1.100  3.165  -2.606  -0.0243
C  1.229  1.967  -1.845  -0.2524
N  0.278  1.030  -1.833  -0.1688
C  -0.663  1.128  -2.947  -0.2497
C  -2.087  1.790  -2.762  -0.1524
H  -1.885  1.502  -0.498  0.0888
H  -3.218  2.466  -1.149  0.1032
H  -4.060  0.168  -2.096  0.0982
H  -4.428  0.754  -0.443  0.1068
H  -2.720  -1.641  -1.213  0.1146
H  -3.946  -1.457  0.095  0.1034
H  -4.677  -0.443  1.475  0.0765
H  -5.670  0.748  3.057  0.1204
H  -4.918  1.281  5.177  0.1183
H  -2.525  0.956  5.885  0.1101
H  -0.775  0.586  4.728  0.1014
H  0.748  -0.695  3.902  0.1374
H  0.917  1.069  3.559  0.1032
H  2.043  -1.084  1.814  0.0594
H  2.945  -0.463  3.187  0.1365
H  3.694  0.802  1.266  0.0927
H  2.644  2.042  2.014  0.1481
H  4.303  1.654  -0.343  0.0945
H  5.325  2.857  -2.170  0.1270
H  4.163  4.367  -3.701  0.1080
H  1.861  4.752  -3.813  0.1145
H  0.107  3.558  -2.869  0.1132
H  -0.775  0.121  -3.405  0.1001
H  -0.084  1.659  -3.839  0.1427
H  -2.775  1.386  -3.511  0.1054
H  -2.036  2.888  -2.990  0.1097
N  3.105  -5.671  -1.593  0.2331
C  1.840  -5.079  -1.086  -0.1545
C  1.973  -3.614  -0.797  -0.2516
N  0.732  -3.095  -0.185  -0.1117
H  3.177  -6.704  -1.444  0.2137
H  3.796  -5.099  -1.180  0.1481
H  3.139  -5.499  -2.590  0.1799
H  1.463  -5.597  -0.201  0.1484
H  1.035  -5.209  -1.803  0.1456
H  2.134  -3.011  -1.705  0.1344
H  2.818  -3.237  -0.106  0.1623
H  0.503  -3.585  0.688  0.1110
H  -0.077  -3.322  -0.772  0.0928

5.
# ClH3P2

2 unconnected molecules or ions with the total composition ClH3P2 at a distorted geometry (ωB97M-V with the def2-TZVPD basis set, the Open Molecules 2025 dataset).

Summary:
total energy = -31146.20813 eV
charge = 0
orbital gap (alpha / beta) = 7.075 / 7.061 eV

Each line ends with the Löwdin charge.
Element x y z (Å)
P  0.641  0.377  -0.885  0.3770
P  -0.957  0.020  0.479  0.4648
Cl  0.768  -1.417  2.473  -0.3522
H  0.688  -0.958  -1.314  -0.1559
H  -0.296  0.713  -1.892  -0.1506
H  -0.844  1.265  1.139  -0.1831

6.
# C4H7N2

A gas-phase ion, C4H7N2 (charge +1) at a distorted geometry (ωB97M-V with the def2-TZVPD basis set, the Open Molecules 2025 dataset).

Summary:
total energy = -7231.70796 eV
structure (SMILES) = C1=[N+]2CC[C@@H]2N1
charge = +1
orbital gap = 10.649 eV

Each line ends with the Löwdin charge.
Element x y z (Å)
C  1.492  -0.578  0.223  0.0274
N  0.192  -0.628  0.597  -0.0352
C  -1.038  -1.057  -0.103  -0.0503
C  -1.159  0.446  -0.538  -0.0412
C  -0.004  0.814  0.459  -0.0983
N  1.481  0.747  0.020  0.1551
H  2.449  -1.069  0.115  0.1650
H  -1.768  -1.410  0.748  0.1680
H  -0.766  -1.740  -0.958  0.1459
H  -0.931  0.485  -1.557  0.1015
H  -2.032  1.053  -0.311  0.1216
H  -0.188  1.517  1.251  0.1633
H  2.272  1.421  0.053  0.1772

7.
# C36H57N7P2STi

A molecular structure, C36H57N7P2STi at a distorted geometry (ωB97M-V with the def2-TZVPD basis set, the Open Molecules 2025 dataset).

Summary:
total energy = -101206.15547 eV
charge = +2
orbital gap = 6.428 eV

Each line ends with the Löwdin charge.
Element x y z (Å)
Ti  -0.468  0.016  -0.069  0.7449
C  -2.745  1.256  -3.644  0.0070
C  -1.781  1.164  -2.509  -0.2736
N  -2.029  0.396  -1.477  -0.1334
N  -3.211  -0.222  -1.490  -0.0036
C  -3.412  -1.210  -0.642  -0.8117
N  -4.598  -1.819  -0.636  0.1340
S  -2.194  -1.788  0.426  0.8513
C  -0.487  1.803  -2.530  -0.2138
C  -0.116  2.748  -3.498  0.0294
C  1.183  3.217  -3.532  0.0012
C  2.083  2.744  -2.585  -0.0069
C  1.624  1.870  -1.614  -0.1747
N  0.376  1.405  -1.565  0.0004
H  -3.101  0.254  -3.889  0.0950
H  -2.306  1.705  -4.526  0.0788
H  -3.618  1.838  -3.352  0.0922
H  -5.349  -1.497  -1.222  0.1256
H  -4.760  -2.581  0.001  0.1080
H  -0.839  3.106  -4.212  0.1215
H  1.491  3.928  -4.282  0.1298
H  3.118  3.045  -2.593  0.1279
H  2.296  1.527  -0.834  0.0624
C  3.228  -1.067  -2.059  -0.1109
C  3.555  -1.118  -0.567  -0.4764
C  4.232  -2.447  -0.248  -0.0869
P  2.060  -0.601  0.476  1.1272
C  2.872  0.319  1.928  -0.4939
C  3.621  -0.609  2.881  -0.0778
C  3.808  1.466  1.541  -0.1035
C  1.297  -1.946  1.476  -0.3220
C  1.688  -3.264  1.682  -0.0759
C  0.940  -4.097  2.501  -0.0357
C  -0.209  -3.628  3.119  -0.0295
C  -0.613  -2.318  2.929  -0.0829
C  0.130  -1.463  2.107  -0.4173
N  -0.268  -0.145  1.820  -0.2092
C  -0.721  0.627  2.876  -0.2911
C  -0.454  0.327  4.223  -0.0123
C  -0.956  1.123  5.232  -0.0408
C  -1.739  2.232  4.943  -0.0497
C  -1.975  2.571  3.625  -0.0811
C  -1.452  1.796  2.593  -0.3032
P  -1.544  2.300  0.845  1.1430
C  -0.583  3.922  1.031  -0.4831
C  -0.898  5.009  0.014  -0.0953
C  0.917  3.621  1.058  -0.0990
C  -3.309  2.917  0.735  -0.4998
C  -4.272  1.830  1.206  -0.0893
C  -3.712  3.386  -0.662  -0.0968
H  4.156  -1.063  -2.628  0.0959
H  2.668  -0.171  -2.323  0.0415
H  2.653  -1.943  -2.345  0.0466
H  4.263  -0.306  -0.356  0.0968
H  3.609  -3.279  -0.565  0.0620
H  4.471  -2.548  0.808  0.0677
H  5.166  -2.503  -0.808  0.0984
H  2.015  0.752  2.465  0.0883
H  4.506  -1.021  2.403  0.0780
H  2.994  -1.423  3.233  0.0707
H  3.942  -0.035  3.748  0.0962
H  4.748  1.106  1.127  0.0801
H  4.055  2.013  2.450  0.0966
H  3.371  2.178  0.844  0.0492
H  2.572  -3.650  1.206  0.0901
H  1.258  -5.115  2.662  0.1197
H  -0.803  -4.287  3.733  0.1231
H  -1.518  -1.956  3.396  0.1235
H  0.155  -0.531  4.469  0.1177
H  -0.732  0.877  6.257  0.1185
H  -2.143  2.838  5.737  0.1160
H  -2.573  3.445  3.405  0.1123
H  -0.890  4.283  2.020  0.1078
H  -0.750  4.660  -1.007  0.0688
H  -0.230  5.853  0.175  0.0957
H  -1.912  5.375  0.134  0.0749
H  1.347  3.739  0.062  0.0643
H  1.105  2.602  1.412  0.0472
H  1.432  4.316  1.721  0.1014
H  -3.359  3.765  1.431  0.1113
H  -4.186  0.943  0.578  0.0501
H  -5.295  2.193  1.135  0.0966
H  -4.088  1.544  2.239  0.0744
H  -3.968  2.527  -1.277  0.0541
H  -2.929  3.948  -1.160  0.0528
H  -4.592  4.023  -0.587  0.0993
C  1.458  -4.878  -2.166  -0.0271
C  0.302  -3.895  -2.341  -0.6098
C  -1.010  -4.547  -1.893  -0.0344
C  0.194  -3.483  -3.810  -0.0313
N  0.623  -2.727  -1.480  -0.0474
N  -0.158  -1.554  -1.746  -0.0489
H  1.219  -5.817  -2.657  0.0970
H  1.640  -5.079  -1.113  0.0790
H  2.369  -4.483  -2.607  0.0827
H  -1.247  -5.388  -2.539  0.0969
H  -1.845  -3.845  -1.948  0.0628
H  -0.928  -4.910  -0.869  0.0884
H  0.136  -4.380  -4.418  0.1001
H  1.065  -2.918  -4.129  0.0842
H  -0.702  -2.899  -4.009  0.0786
H  0.452  -3.021  -0.514  0.0766
H  -1.128  -1.837  -1.980  0.0612
H  0.247  -1.146  -2.600  0.1057

8.
# C11H11ClN2O

3 unconnected molecules or ions with the total composition C11H11ClN2O at a distorted geometry (ωB97M-V with the def2-TZVPD basis set, the Open Molecules 2025 dataset).

Summary:
total energy = -29134.29922 eV
structure (SMILES) = Clc1ccccc1.c1cc[nH]c1.N=C=O
charge = 0
orbital gap = 8.985 eV

Each line ends with the Löwdin charge.
Element x y z (Å)
Cl  0.504  2.330  1.039  0.6705
C  1.596  1.363  0.049  -0.6876
C  2.621  0.669  0.618  -0.1321
C  3.337  -0.257  -0.120  -0.0752
C  3.060  -0.388  -1.467  -0.0894
C  2.096  0.403  -2.074  -0.0790
C  1.389  1.336  -1.316  -0.1335
H  2.936  0.874  1.626  0.1102
H  4.173  -0.765  0.370  0.1171
H  3.593  -1.150  -1.980  0.0933
H  1.476  0.262  -3.013  0.1339
H  0.508  1.793  -1.821  0.1210
C  -2.579  -1.518  0.631  -0.1344
C  -2.051  -1.356  1.962  -0.0825
C  -0.739  -0.956  1.762  -0.1358
N  -0.500  -0.912  0.424  0.0054
C  -1.575  -1.239  -0.263  -0.1890
H  -3.639  -1.658  0.347  0.1050
H  -2.664  -1.491  2.746  0.0494
H  0.089  -0.740  2.440  0.1102
H  0.355  -0.510  0.051  0.1033
H  -1.336  -1.189  -1.385  0.1504
N  -3.415  1.518  0.479  0.2016
C  -3.008  1.372  -0.644  -0.4549
O  -2.496  1.306  -1.663  0.1476
H  -3.731  0.902  1.205  0.0746

Q: Which of these has the lowest total energy?
A: C36H57N7P2STi

Q: Which formula does entry 6 have?
A: C4H7N2

Q: What is the total energy in the fifth record?
A: -31146.20813 eV